Record 1
Here is a cluster of 6 separate species, C14H41N3O8 in total from the Open Molecules 2025 dataset. Energies are from wB97M-V/def2-TZVPD.

Results
- energy relative to the best compared isomer or geometry (same formula, charge and spin) (kJ/mol) = 824.6
- molecular weight (g/mol) = 379.50
- highest occupied orbital energy (eV) = -8.172
- electronic energy (eV) = -36022.9646
- HOMO-LUMO gap (eV) = 8.5

```
66
Properties=species:S:1:pos:R:3:mulliken_charge:R:1
O -0.6797 -1.0464 0.5386 0.264
H 0.0622 -1.6783 0.7604 0.450
H -1.3589 -1.6914 0.3626 0.350
H -0.5183 -0.5166 -0.2180 0.107
C 2.0356 -2.2529 0.5509 0.587
O 1.8275 -1.3134 -0.1610 -0.725
O 3.2618 -2.8219 0.5218 -0.616
O 1.2237 -2.6400 1.3640 -0.737
H 3.8368 -2.4778 -0.2737 0.339
C 2.9101 2.8870 2.4188 -1.797
C 2.4474 2.1593 1.1729 1.136
C 3.6020 1.9180 0.1574 -0.534
O 4.1104 3.1842 -0.2538 -0.360
C 5.2842 3.0879 -1.1510 -0.858
N 1.8741 0.9318 1.5451 -0.402
H 1.9596 3.1993 2.7565 0.459
H 3.5178 3.6344 2.1242 0.453
H 3.4812 2.2746 3.0515 0.371
H 1.7982 2.4948 0.6561 -0.502
H 3.2707 1.2004 -0.6612 0.315
H 4.4183 1.4482 0.6577 0.693
H 4.9326 2.7664 -1.9918 0.400
H 6.1640 2.4390 -0.7142 0.254
H 5.7928 4.0476 -1.2665 0.261
H 2.4497 0.2926 2.1001 0.321
H 1.7373 0.3665 0.6912 -0.176
C -2.3391 1.1964 -1.8813 -0.905
C -0.8301 1.2169 -2.1796 -0.096
C 0.0083 2.2516 -1.3183 -0.028
O -0.4315 3.5133 -1.7689 -0.448
C 0.6039 4.5172 -1.6099 -0.972
N -0.2586 -0.1279 -2.1369 -0.492
H -2.8693 0.4693 -2.5454 0.284
H -2.7396 2.2807 -1.9055 0.387
H -2.4998 0.7371 -0.8122 -0.028
H -0.8667 1.5040 -3.4073 0.162
H 1.0805 2.2244 -1.5667 0.370
H -0.3488 2.3495 -0.2647 0.291
H 1.3288 4.4312 -2.3321 0.377
H 1.1144 4.3054 -0.7587 0.278
H 0.2411 5.4760 -1.7017 0.376
H 0.6245 -0.1788 -2.8542 0.302
H -0.8861 -0.8600 -2.4903 0.112
C -1.2750 -4.0199 -1.3833 -0.506
C -2.6151 -3.4815 -0.9369 -0.358
C -3.0672 -3.8396 0.4887 -1.113
O -1.9406 -3.2494 1.2358 -0.235
C -1.9612 -3.5916 2.6902 -0.912
N -2.6889 -1.9950 -1.1122 -0.647
H -0.8825 -5.2346 -1.4340 0.271
H -0.6234 -3.4422 -0.7641 0.029
H -1.0891 -3.4451 -2.4373 0.216
H -3.3133 -3.9174 -1.5376 0.813
H -2.8482 -4.8900 0.5986 0.446
H -3.9329 -3.4955 0.7247 0.578
H -2.8510 -3.0525 3.2273 0.204
H -0.9794 -3.2702 3.1796 0.218
H -2.0030 -4.6164 2.9092 0.408
H -3.6472 -1.8708 -0.7359 0.209
H -2.7409 -2.0403 -2.2238 0.339
C -3.9350 0.3546 2.3893 -0.863
O -2.6356 0.5682 1.8223 -0.220
H -4.3673 1.1831 2.8202 0.410
H -4.0395 -0.5809 3.0666 0.216
H -4.7019 0.0201 1.7248 0.311
H -2.2353 0.7074 2.4826 0.162
```

---

Record 2
Here is a structure of composition C29H26CoF10N9P from the Open Molecules 2025 dataset. Energies are from wB97M-V/def2-TZVPD.

Results
- expectation value of S² = 3.759
- molecular weight (g/mol) = 780.48
- multiplicity = 4
- highest occupied orbital energy (alpha / beta) (eV) = -6.470 / -6.599
- electronic energy (eV) = -117995.3378
- HOMO-LUMO gap (alpha / beta) (eV) = 6.5 / 6.6

```
76
Properties=species:S:1:pos:R:3:lowdin_spin:R:1
Co -0.0069 0.0271 0.0569 2.707
C 3.0367 -0.7659 -0.4613 0.001
N 2.2853 0.3005 0.1944 0.033
C 2.5465 1.5903 -0.4471 0.001
C 1.5042 2.6168 -0.0362 0.002
N 0.1742 2.1038 -0.3361 0.047
C -0.8342 3.0060 -0.3634 0.007
C -0.9378 4.2081 0.3907 0.006
F 0.0098 4.5400 1.2920 0.001
C -2.0157 5.0707 0.3224 0.000
F -2.0383 6.1523 1.1068 -0.001
C -3.0786 4.8255 -0.5261 0.006
F -4.1344 5.6499 -0.5832 0.002
C -3.0097 3.6971 -1.3205 -0.001
F -3.9901 3.4481 -2.2024 -0.001
C -1.9295 2.8480 -1.2508 0.005
F -1.9051 1.8441 -2.1533 0.001
C 2.6324 0.3829 1.6224 0.002
C 1.6880 -0.4594 2.4601 0.005
N 0.3050 -0.3247 2.0384 0.053
C -0.5860 0.1037 2.9718 0.006
C -1.8085 -0.5680 3.1857 0.006
F -2.0568 -1.6987 2.5022 0.001
C -2.7532 -0.1531 4.1000 -0.001
F -3.8935 -0.8422 4.2434 -0.001
C -2.5228 0.9503 4.9029 0.007
F -3.4378 1.3466 5.7953 0.002
C -1.3271 1.6316 4.7557 -0.001
F -1.0814 2.7076 5.5086 -0.001
C -0.3996 1.2175 3.8217 0.006
F 0.7075 1.9696 3.6716 0.002
H 4.1185 -0.5712 -0.4354 0.001
H 2.7215 -0.8496 -1.5021 0.000
H 2.8432 -1.7162 0.0347 0.000
H 2.5149 1.4424 -1.5260 0.000
H 3.5503 1.9615 -0.1910 0.001
H 1.6973 3.5336 -0.6083 0.001
H 1.6386 2.8661 1.0195 0.000
H 2.5451 1.4144 1.9526 0.000
H 3.6732 0.0682 1.7797 0.001
H 1.8274 -0.2108 3.5152 0.001
H 1.9775 -1.5166 2.3627 0.001
C -1.8256 -5.2124 -1.2837 0.000
N -0.9884 -4.2266 -0.6281 0.000
C 0.0130 -4.4811 0.2658 0.001
C 0.5498 -3.2670 0.5897 0.001
N -0.0917 -2.2801 -0.0932 0.027
C -1.0175 -2.8770 -0.8176 0.001
P -2.2287 -2.0755 -1.9070 0.000
C -1.0533 -0.9751 -2.7527 0.001
N -0.1183 -0.2323 -2.1897 0.024
C 0.4475 0.4900 -3.1950 0.002
C -0.1401 0.1699 -4.3851 0.001
N -1.0975 -0.7608 -4.0970 0.001
C -1.9887 -1.3968 -5.0479 0.000
C -2.8750 -0.8519 -0.7240 0.000
N -2.1830 -0.0508 0.0631 0.027
C -3.0889 0.7371 0.7035 0.001
C -4.3520 0.4083 0.3007 0.002
N -4.2103 -0.6014 -0.6060 -0.001
C -5.2694 -1.2657 -1.3395 0.000
H -1.5461 -6.2022 -0.9337 0.000
H -1.6884 -5.1719 -2.3638 0.000
H -2.8770 -5.0417 -1.0572 0.000
H 0.2474 -5.4791 0.5935 0.000
H 1.3400 -3.0616 1.2895 0.000
H 1.2120 1.2220 -3.0108 0.000
H 0.0330 0.5202 -5.3879 0.000
H -1.6814 -1.1265 -6.0542 0.000
H -3.0180 -1.0725 -4.8957 0.000
H -1.9459 -2.4793 -4.9420 0.000
H -2.7882 1.4951 1.4074 0.000
H -5.3093 0.8196 0.5697 0.000
H -6.2338 -0.9345 -0.9648 0.000
H -5.1967 -2.3446 -1.2158 0.000
H -5.2086 -1.0274 -2.4015 0.000
```

---

Record 3
Here is a structure of composition C2H4HgO from the Open Molecules 2025 dataset. Energies are from wB97M-V/def2-TZVPD.

Results
- energy relative to the best compared isomer or geometry (same formula, charge and spin) (kJ/mol) = 120.7
- molecular weight (g/mol) = 244.64
- highest occupied orbital energy (eV) = -8.564
- electronic energy (eV) = -8356.3135
- HOMO-LUMO gap (eV) = 8.1

```
8
Properties=species:S:1:pos:R:3:mulliken_charge:R:1
O 2.2855 -0.1135 0.0282 -0.836
Hg 0.5868 0.1876 -0.2724 0.698
C -1.7056 -0.7581 0.0838 -0.618
C -1.8268 0.5792 0.0287 -0.533
H -1.8051 -1.3723 -0.8150 0.324
H -1.5463 -1.2720 1.0357 0.313
H -2.0389 1.0891 -0.9162 0.314
H -1.7768 1.1930 0.9331 0.337
```